1.
Below is a molecular structure, C28H52N6O10, with properties calculated with ωB97M-V/def2-TZVPD.

Calculated values
Multiplicity: 1
Frontier orbital gap in Eh: 0.1230
E_tot in Eh: -2178.2484

Last column: Löwdin charge in e.
Positions of all 96 atoms, in Å:
C1 -0.2021 4.6590 -2.6121  0.04
C2 0.6089 3.7230 -3.5931  -0.41
C3 1.2519 2.6160 -2.8111  -0.11
C4 0.5049 1.3200 -2.4721  -0.17
C5 -0.1181 0.8840 -3.6841  -0.17
C6 -0.9101 1.8390 -4.5851  -0.40
N1 -0.2181 3.1660 -4.6421  0.07
O1 -0.4981 3.9550 -5.6441  0.18
C7 -2.3441 2.1060 -3.9181  0.03
C8 -1.2061 1.2170 -5.9391  0.00
C9 1.7439 4.7010 -4.1391  0.00
H1 0.1659 5.3890 -2.0321  0.07
H2 -0.7381 4.0360 -1.9141  0.09
H3 -0.9681 5.0190 -3.1681  0.06
H4 1.4749 3.0600 -1.8191  0.12
H5 2.2609 2.2310 -3.4931  0.20
H6 -0.3161 1.6390 -1.8881  0.11
H7 1.1869 0.5410 -2.1291  0.12
H8 -0.7791 0.1960 -3.4701  0.06
H9 0.6179 0.4580 -4.3621  0.14
H10 -2.6411 2.4900 -2.8991  0.12
H11 -3.1191 1.2550 -4.1151  0.16
H12 -2.7571 2.8340 -4.3891  -0.01
H13 -1.3361 0.1240 -5.9741  0.12
H14 -0.0631 1.3740 -6.3071  0.15
H15 -1.9111 1.8000 -6.5101  0.08
H16 1.2889 5.7890 -4.3461  0.14
H17 2.3659 4.3540 -4.8891  0.06
H18 2.5129 4.9550 -3.4861  0.07
C10 -1.3791 -0.9000 -1.0041  -0.91
O2 -2.3541 -0.1610 -1.1481  -0.04
O3 -0.7681 -0.9020 0.1859  0.01
O4 -1.0421 -1.7150 -1.9031  -0.05
H19 -1.4091 -0.3960 0.8479  0.15
C11 3.4669 -1.6170 1.3389  -0.02
C12 4.6319 -0.8350 0.6599  0.00
C13 4.5969 -0.5260 -0.8001  0.03
C14 3.5499 -1.2370 -1.7211  -0.06
C15 2.3449 -1.8900 -0.8721  0.13
C16 2.3529 -2.0570 0.6479  -0.03
N2 3.4829 -0.9480 -3.1441  -0.36
O5 2.8149 -1.7780 -3.8601  0.03
O6 4.2089 -0.0660 -3.6271  0.03
H20 3.3409 -1.6340 2.3619  0.07
H21 5.4519 -0.5880 1.1669  0.03
H22 5.3029 0.0370 -1.3701  0.07
H23 1.3929 -2.3180 -1.3311  0.08
H24 1.7269 -2.5290 1.0389  -0.04
C17 0.1159 -6.1620 1.0989  -0.32
O7 1.3699 -6.1670 1.0549  -0.04
N3 -0.6231 -5.3440 0.2979  -0.14
C18 -2.0411 -5.2870 0.4899  -0.12
C19 0.0389 -4.3930 -0.7331  0.03
H25 -0.4681 -6.6710 1.8799  0.13
H26 -2.5671 -5.5030 1.4169  0.06
H27 -2.4001 -6.0920 -0.1501  0.07
H28 -2.6301 -4.3540 0.0119  0.14
H29 -0.2761 -4.3880 -1.6321  0.03
H30 1.0169 -4.6360 -0.9361  0.07
H31 0.0789 -3.4310 -0.3551  0.03
C20 1.5929 4.0140 1.1989  -0.40
O8 2.6019 4.3520 0.7259  0.04
N4 1.2119 2.6970 1.3089  -0.21
C21 -0.0181 2.3270 1.8179  -0.08
C22 2.2099 1.6150 0.8749  0.00
H32 0.8409 4.7140 1.6719  0.15
H33 -0.6531 2.2040 0.9029  0.12
H34 -0.1341 3.0900 2.4519  0.04
H35 0.2459 1.3810 2.2909  0.10
H36 3.1129 1.9870 0.3639  0.08
H37 1.6769 1.1490 0.0919  0.05
H38 2.5879 1.0990 1.8179  0.11
C23 -2.5621 2.3230 4.3689  -0.28
O9 -3.3121 2.0810 3.3779  -0.03
N5 -1.8081 1.3480 5.0209  -0.16
C24 -0.6651 1.7110 5.8949  -0.04
C25 -1.8141 0.0290 4.4359  -0.08
H39 -2.4311 3.3160 4.7739  0.12
H40 -0.6711 2.7810 6.0109  0.08
H41 0.3329 1.1560 5.8569  0.12
H42 -0.7111 1.2210 6.7279  0.01
H43 -0.9601 -0.6350 4.8139  0.09
H44 -1.6421 -0.0310 3.2949  0.09
H45 -2.7891 -0.5260 4.6089  0.10
C26 -1.7961 -3.1170 5.3609  -0.29
O10 -0.5731 -3.0600 5.8129  -0.09
N6 -2.0881 -3.2440 4.0649  -0.20
C27 -3.4491 -3.3620 3.6889  -0.05
C28 -1.0761 -3.1360 3.0919  -0.06
H46 -2.6621 -3.1310 6.0849  0.15
H47 -3.7181 -4.2240 3.9399  0.00
H48 -3.5671 -3.0830 2.3769  0.20
H49 -4.2611 -2.6710 3.8529  0.08
H50 -0.9261 -4.1810 2.6309  0.10
H51 0.0749 -2.8890 3.3489  0.16
H52 -1.3851 -2.5440 2.3659  0.01

Forces on the atoms, in the same order (eV/Å):
-1.7 -4.8 -1.1
2.4 1.8 1.6
3.9 -2.0 -0.1
0.7 2.7 -0.6
2.2 1.3 -4.2
-1.9 -0.6 3.0
-2.9 4.3 -5.4
1.5 -4.1 4.7
-0.3 -3.8 2.9
4.6 1.1 -0.7
-3.5 2.7 -0.3
2.7 2.5 1.4
-0.1 -0.7 0.4
-2.3 1.8 -1.8
1.0 0.0 -0.8
-2.4 1.3 2.2
-0.7 -0.4 1.9
-0.4 0.3 0.6
-3.4 -4.1 1.0
0.3 -0.4 -0.1
1.7 -1.1 -0.2
2.2 0.8 0.4
-2.4 4.9 -4.0
-0.3 0.6 0.6
-2.7 -0.6 -0.6
-0.1 -0.1 -0.3
0.8 -2.6 -0.2
0.3 -1.0 -2.4
0.7 -0.1 2.5
-2.2 -1.4 -3.2
-0.9 2.0 0.6
-0.3 1.0 3.8
1.8 0.0 1.0
1.9 -1.3 -2.4
1.9 2.5 -4.3
-6.3 -2.3 -4.8
-3.2 -3.9 1.0
-2.3 0.7 7.1
1.9 0.3 -0.3
12.0 8.0 -10.4
-0.2 -2.5 -2.0
1.5 2.7 2.1
-1.3 -0.8 1.0
0.7 -0.3 2.3
2.9 1.3 2.2
0.7 0.3 0.3
1.6 1.0 -0.1
-10.1 -6.9 5.9
2.9 2.0 -0.7
-2.6 -0.7 0.3
1.4 1.2 -0.3
-3.1 0.8 -3.1
0.6 -2.1 6.8
0.0 -0.3 -0.2
1.1 0.3 0.8
-0.7 -0.1 -0.2
2.0 -1.6 1.2
-3.9 -0.2 -6.0
2.6 -1.3 0.6
-0.6 1.9 0.9
-3.8 -2.4 2.2
3.8 2.0 -2.0
5.4 1.2 -2.0
0.3 -3.4 -3.0
0.0 2.1 1.5
0.3 -0.3 -0.4
-0.7 -0.1 1.5
-2.4 2.5 2.8
-1.2 -0.2 0.5
-0.5 0.6 0.5
-0.5 -1.9 -0.2
-1.0 0.0 -1.5
-0.9 -2.3 -2.3
2.1 0.7 3.1
0.6 0.7 -1.2
0.5 0.8 -3.8
0.4 -2.5 -1.2
0.0 0.5 0.2
0.6 0.2 0.2
-0.4 1.3 -2.5
-2.2 -2.0 6.0
-1.3 1.2 0.0
-0.4 0.7 1.5
1.1 0.8 -0.1
4.5 -0.3 2.6
-4.7 0.0 -1.6
0.2 1.9 2.5
0.8 6.8 -7.4
5.0 -4.5 0.8
0.6 0.1 -0.8
-2.9 -7.4 1.3
0.7 -1.7 3.7
0.5 1.0 1.6
-0.3 1.4 0.4
-3.2 -0.2 0.4
-1.2 2.8 -3.5



2.
Below is a molecular structure, C28H53AlO2PSe2Si2, with properties calculated with ωB97M-V/def2-TZVPD.

Calculated values
Energy above the lowest of the compared OMol25 structures with the same formula, charge and spin in eV: 2.120
Total charge: +1
Multiplicity: 1
Frontier orbital gap in Eh: 0.3055
E_tot in Eh: -7214.7083

Last column: Löwdin charge in e.
Positions of all 89 atoms, in Å:
O1 1.5563 3.4703 -2.1187  -0.10
O2 3.5260 2.6612 -2.9870  -0.22
C1 0.4570 3.3554 -3.0975  -0.15
C2 -0.8691 3.5534 -2.4249  -0.05
H1 0.5903 2.3600 -3.5388  0.11
H2 0.6638 4.1054 -3.8778  0.14
H3 -1.0328 2.7595 -1.6698  0.05
H4 -1.6384 3.4964 -3.2035  0.10
H5 -0.9424 4.5510 -1.9626  0.09
C3 1.4566 4.0000 -0.6877  -0.11
C4 2.0280 5.3754 -0.6759  -0.04
H6 2.0442 3.2624 -0.1356  0.12
H7 0.4127 3.9272 -0.4116  0.10
H8 3.0873 5.3823 -0.9492  0.07
H9 1.9277 5.7947 0.3231  0.10
H10 1.4625 6.0418 -1.3367  0.10
C5 4.6080 2.0157 -2.2487  -0.20
C6 3.9320 3.1660 -4.2877  -0.22
C7 4.8040 2.6379 -0.8905  -0.05
H11 5.5256 2.1133 -2.8521  0.13
H12 4.3743 0.9453 -2.1778  0.09
H13 4.8434 3.7354 -0.9069  0.08
H14 5.7724 2.2858 -0.5242  0.09
H15 4.0373 2.3027 -0.1781  0.08
C8 4.5457 4.5161 -4.0466  -0.05
H16 3.0127 3.1952 -4.8951  0.12
H17 4.6124 2.4426 -4.7481  0.12
H18 3.9822 5.0854 -3.2987  0.08
H19 4.5660 5.0750 -4.9740  0.09
H20 5.5729 4.3801 -3.6900  0.09
H21 2.5070 3.4593 -2.5142  0.07
Al1 0.4986 -1.3151 -1.0565  -0.30
C9 1.6261 -0.5851 -2.3371  -0.34
Si1 2.1765 -1.1002 -4.0529  0.46
H22 2.5620 -0.1891 -1.9034  0.00
H23 1.0618 0.3521 -2.5585  0.01
C10 1.4692 0.1184 -5.2957  -0.18
C11 1.7784 -2.8768 -4.5041  -0.18
C12 4.0374 -0.8618 -4.1785  -0.17
C13 -0.3185 -2.8557 -1.9355  -0.33
Si2 -1.8952 -3.5821 -1.2897  0.40
H24 0.4283 -3.6577 -2.0531  0.03
H25 -0.5316 -2.5286 -2.9722  0.02
C14 -2.4918 -4.8868 -2.5035  -0.19
C15 -3.2419 -2.2712 -1.1423  -0.20
C16 -1.5621 -4.3356 0.3966  -0.16
H26 4.4594 -1.5581 -4.9081  0.04
H27 4.5254 -1.0289 -3.2108  0.03
H28 4.2840 0.1584 -4.5063  0.01
H29 0.3733 0.1148 -5.3189  0.04
H30 1.8401 -0.1207 -6.2988  0.04
H31 1.8005 1.1395 -5.0532  0.00
H32 0.7209 -3.0268 -4.7497  0.03
H33 2.0373 -3.5574 -3.6822  0.03
H34 2.3690 -3.1709 -5.3816  0.03
H35 -3.2244 -1.5876 -2.0019  0.03
H36 -3.1345 -1.6569 -0.2371  -0.03
H37 -4.2255 -2.7626 -1.1241  0.03
H38 -2.3719 -4.1241 1.1059  0.03
H39 -0.6348 -3.9499 0.8407  0.01
H40 -1.4614 -5.4268 0.3148  0.04
H41 -3.5343 -5.1625 -2.2910  0.03
H42 -1.8679 -5.7884 -2.4469  0.03
H43 -2.4359 -4.5027 -3.5316  0.03
Se1 -0.9981 0.2342 0.0748  0.52
P1 0.0421 -0.4670 1.9103  0.37
Se2 1.8490 -1.3890 1.0277  0.50
C17 0.0569 0.8843 3.1412  -0.36
C18 0.0542 2.2237 2.7090  -0.11
C19 -0.2197 3.2531 3.6149  -0.07
C20 -0.4776 2.9599 4.9621  -0.06
C21 -0.4150 1.6350 5.4025  -0.06
C22 -0.1248 0.6020 4.5092  -0.07
C23 -0.8219 -1.7985 2.7915  -0.44
C24 -0.1019 -2.8751 3.3360  -0.12
C25 -0.7841 -3.8433 4.0758  -0.06
C26 -2.1641 -3.7372 4.2658  -0.06
C27 -2.8677 -2.6672 3.7132  -0.07
C28 -2.2053 -1.6908 2.9705  -0.10
H44 0.2146 2.4451 1.6490  0.06
H45 -0.2496 4.2890 3.2734  0.10
H46 -0.7148 3.7641 5.6616  0.11
H47 -0.6130 1.4021 6.4480  0.11
H48 -0.0833 -0.4289 4.8675  0.11
H49 0.9716 -2.9578 3.1552  0.07
H50 -0.2292 -4.6751 4.4977  0.11
H51 -2.6845 -4.4959 4.8465  0.11
H52 -3.9444 -2.5908 3.8631  0.11
H53 -2.7518 -0.8568 2.5194  0.11

Forces on the atoms, in the same order (eV/Å):
-1.4 0.9 1.5
1.2 -0.7 -0.8
0.4 0.3 -0.3
-0.2 -0.1 0.1
-0.2 0.2 0.2
-0.2 -0.1 0.3
-0.1 0.5 -0.4
0.1 -0.1 0.3
0.0 -0.4 -0.2
0.4 -0.8 -1.3
-0.2 0.6 0.1
-0.2 0.2 0.0
0.0 0.0 0.0
-0.2 0.0 0.0
0.1 0.0 0.2
0.2 -0.1 0.0
0.1 0.1 -0.4
-0.6 -0.2 0.4
0.1 -0.1 0.4
-0.3 0.0 0.2
0.0 0.4 0.0
0.0 -0.3 -0.2
-0.1 0.1 0.2
0.2 0.1 -0.2
0.5 0.1 -0.3
0.3 0.1 0.2
-0.1 0.2 0.0
0.0 -0.1 -0.2
0.2 0.3 -0.1
-0.2 0.3 0.0
0.3 -1.1 0.3
-0.3 -1.4 0.2
1.4 2.1 -1.3
-0.1 -0.1 0.2
-0.3 0.0 0.2
0.2 -0.1 0.0
-0.1 0.0 -0.2
0.1 0.0 -0.2
0.2 0.0 0.1
-0.5 -0.2 0.1
0.0 -0.1 -0.1
-0.1 0.2 0.2
0.1 0.1 0.3
-0.2 0.0 0.1
-0.1 0.1 0.0
-0.1 -0.2 0.2
0.1 0.1 0.1
0.0 -0.1 -0.2
0.0 -0.2 0.1
0.1 0.0 -0.1
-0.1 0.1 0.0
0.0 -0.2 0.0
0.2 0.0 0.1
-0.1 0.2 -0.2
-0.1 0.0 0.1
-0.1 -0.1 0.1
-0.1 -0.2 -0.2
0.2 0.2 0.0
0.1 -0.1 -0.1
-0.2 -0.1 -0.1
0.0 0.2 0.1
0.2 -0.1 -0.1
-0.1 0.1 0.0
-0.1 -0.1 0.2
-0.2 0.3 0.8
0.1 -0.4 -0.4
0.0 0.3 0.6
0.1 0.4 0.1
-0.2 -0.1 0.2
0.1 -0.2 0.1
0.2 -0.2 -0.4
0.1 0.1 -0.1
-0.1 0.1 -0.3
-0.1 -0.1 0.0
-0.4 0.2 -0.1
0.0 0.3 -0.1
0.3 0.1 -0.1
-0.1 0.1 0.0
0.1 -0.2 0.1
-0.1 -0.1 0.4
0.0 -0.3 0.1
0.1 -0.3 -0.2
0.1 0.0 -0.3
-0.1 0.3 -0.1
-0.4 0.0 0.1
-0.1 0.1 0.0
0.1 0.2 -0.1
0.3 0.0 -0.1
0.1 -0.3 0.2